(1)
Here is a molecular structure, C10H27I2O2P2ScSi from the Open Molecules 2025 dataset. Energies are from ωB97M-V/def2-TZVPD.

Values from the calculation:
**Energy**: -2875.595903 hartree
**Largest force on an atom**: 9.0 eV/A
**Molecular weight**: 568.12 g/mol
**Net charge**: +2
**HOMO**: -15.260 eV

Each line ends with the natural charge from an NBO analysis.
Atoms and positions in Å:
I 0.337 -0.846 -5.739  0.0871
I -0.386 1.755 -4.821  0.0200
Sc 0.004 -0.201 -0.654  1.8620
P -2.506 -0.146 -1.244  0.6524
C -3.473 1.362 -0.793  -0.9088
C -3.115 -0.695 -2.888  -0.9146
H -4.203 -0.839 -2.878  0.2738
H -4.194 -1.509 -0.170  0.2718
H -2.615 -1.650 -3.132  0.2570
H -2.621 -2.375 -0.281  0.2510
H -3.222 2.172 -1.502  0.2574
H -2.830 0.053 -3.649  0.2685
C -3.111 -1.413 -0.049  -0.9165
H -4.556 1.170 -0.815  0.2760
H -2.875 -1.129 0.988  0.2706
H -3.181 1.668 0.230  0.2565
P 2.512 -0.061 -1.236  0.6507
C 3.425 1.479 -0.776  -0.9086
C 3.156 -1.308 -0.041  -0.9158
H 2.682 -1.560 -3.125  0.2570
H 4.241 -0.700 -2.862  0.2739
H 2.850 0.145 -3.643  0.2673
C 3.150 -0.590 -2.876  -0.9129
H 2.700 -2.286 -0.274  0.2508
H 4.242 -1.368 -0.158  0.2719
H 4.514 1.327 -0.793  0.2761
H 3.118 1.775 0.245  0.2569
H 2.909 -1.036 0.997  0.2707
H 3.150 2.282 -1.484  0.2586
C -0.035 1.877 -0.848  0.3663
O -0.057 3.018 -0.606  -0.2971
C 1.594 -0.883 3.411  -1.1299
Si 0.000 -0.090 2.790  1.8415
C -1.597 -0.882 3.402  -1.1304
C 0.000 1.786 3.133  -1.1370
O 0.009 -0.519 1.197  -1.3325
H 1.569 -0.907 4.513  0.2683
H 2.510 -0.360 3.082  0.2367
H 1.677 -1.913 3.018  0.2446
H -1.583 -0.895 4.505  0.2686
H -2.512 -0.365 3.060  0.2367
H -1.675 -1.916 3.021  0.2446
H 0.883 2.336 2.756  0.2414
H -0.880 2.337 2.751  0.2414
H -0.003 1.901 4.236  0.2762



(2)
Here is 2 unconnected molecules or ions with the total composition C3H7NOS from the Open Molecules 2025 dataset. Energies are from ωB97M-V/def2-TZVPD.

Values from the calculation:
**Energy**: -646.448512 hartree
**<S²>**: 2.011
**Largest force on an atom**: 3.8 eV/A
**Molecular weight**: 105.16 g/mol
**Net charge**: 0
**2S+1**: 3
**HOMO (alpha / beta)**: -6.111 / -9.575 eV

Each line ends with the Löwdin spin population.
Atoms and positions in Å:
C -0.299 -0.340 0.214  0.5335
C 2.084 -0.758 -0.155  0.0277
C 1.060 0.256 0.121  0.0747
N -2.202 1.426 0.148  0.8101
O -3.022 0.302 -0.159  0.1770
S -1.219 -1.565 0.101  0.3404
H 1.843 -1.784 0.108  0.0042
H 3.017 -0.364 0.324  0.0030
H 2.285 -0.885 -1.259  0.0013
H 0.860 1.071 -0.656  0.0011
H 1.362 0.629 1.053  0.0096
H -2.445 1.495 1.199  0.0136
H -3.323 0.517 -1.039  0.0038



(3)
Here is 14 unconnected molecules or ions with the total composition C48H104O18 from the Open Molecules 2025 dataset. Energies are from ωB97M-V/def2-TZVPD.

Values from the calculation:
**Energy**: -3245.284921 hartree
**Largest force on an atom**: 3.5 eV/A
**Molecular weight**: 969.34 g/mol
**Net charge**: 0
**HOMO**: -9.375 eV

Each line ends with the Löwdin charge.
Atoms and positions in Å:
C 1.301 0.417 5.835  -0.2124
C 0.876 0.697 4.381  -0.2157
O 0.911 2.096 4.065  -0.0736
O 0.305 0.681 6.826  -0.0625
H 2.187 1.021 6.030  0.1219
H 1.510 -0.652 5.877  0.1146
H -0.081 0.216 4.177  0.1014
H 1.576 0.207 3.705  0.0932
H 0.307 2.556 4.652  0.0941
H -0.401 0.031 6.853  0.0828
C -3.881 0.847 -3.425  -0.2487
C -5.288 0.712 -4.048  -0.2054
O -5.483 1.813 -4.960  -0.0772
O -3.700 2.143 -2.901  -0.0779
H -3.128 0.667 -4.191  0.0958
H -3.756 0.095 -2.645  0.0929
H -6.070 0.789 -3.293  0.1031
H -5.386 -0.234 -4.580  0.1175
H -5.110 2.608 -4.574  0.0666
H -2.800 2.344 -2.636  0.0212
C -1.155 3.850 -0.819  -0.1959
C -1.879 5.058 -1.375  -0.2032
O -1.144 6.308 -1.311  -0.0658
O -1.409 2.673 -1.595  -0.1085
H -1.371 3.688 0.237  0.1145
H -0.102 4.044 -1.022  0.1129
H -2.868 5.213 -0.944  0.1218
H -2.136 4.848 -2.413  0.1162
H -0.671 6.434 -2.137  0.0806
H -0.750 2.029 -1.323  0.0258
C 1.185 6.240 1.329  -0.2165
C 0.876 5.204 2.426  -0.2517
O 1.472 4.016 2.044  -0.0867
O 0.654 7.577 1.481  -0.0663
H 0.894 5.788 0.381  0.0908
H 2.271 6.315 1.280  0.1082
H -0.204 5.065 2.487  0.1195
H 1.316 5.469 3.387  0.1215
H 1.246 3.301 2.643  0.0276
H 0.792 8.095 0.684  0.0777
C 0.787 0.816 -4.556  -0.1398
C -0.403 1.735 -4.904  -0.1548
C 0.184 3.130 -4.825  -0.1944
O 1.589 2.964 -4.975  -0.1300
C 1.917 1.600 -5.255  -0.1859
H 0.723 -0.205 -4.932  0.0984
H 0.969 0.855 -3.482  0.0901
H -1.209 1.639 -4.177  0.0780
H -0.816 1.552 -5.896  0.1178
H -0.011 3.515 -3.824  0.1014
H -0.256 3.827 -5.538  0.1194
H 2.806 1.334 -4.684  0.1058
H 2.048 1.410 -6.320  0.1194
C 5.500 0.984 2.348  -0.1726
C 5.769 1.580 3.717  -0.1370
C 5.108 0.452 4.551  -0.1950
O 4.033 -0.089 3.803  -0.1495
C 4.101 0.384 2.474  -0.2134
H 6.233 0.271 1.972  0.1209
H 5.490 1.886 1.737  0.0945
H 5.203 2.512 3.730  0.1195
H 6.834 1.637 3.941  0.1197
H 4.844 0.926 5.496  0.1105
H 5.796 -0.362 4.778  0.1206
H 3.392 1.192 2.294  0.0972
H 3.842 -0.343 1.705  0.1026
C -4.394 1.024 2.171  -0.1659
C -3.463 0.910 3.381  -0.1695
C -3.174 2.375 3.759  -0.1692
O -3.542 3.147 2.595  -0.1476
C -3.901 2.269 1.491  -0.1802
H -5.433 1.083 2.496  0.1199
H -4.293 0.143 1.538  0.0954
H -2.512 0.468 3.083  0.0763
H -3.834 0.360 4.245  0.1094
H -2.095 2.525 3.804  0.1005
H -3.751 2.649 4.642  0.1193
H -3.002 2.078 0.905  0.0953
H -4.635 2.692 0.805  0.1274
C -2.522 -3.501 1.930  -0.1961
C -2.453 -2.809 3.243  -0.1589
C -2.387 -4.012 4.142  -0.1818
O -2.541 -5.187 3.346  -0.1252
C -3.097 -4.854 2.145  -0.2423
H -1.543 -3.708 1.497  0.1160
H -3.146 -2.912 1.258  0.1019
H -3.426 -2.350 3.415  0.1124
H -1.646 -2.077 3.254  0.0916
H -3.263 -3.988 4.790  0.1235
H -1.433 -4.037 4.669  0.1043
H -4.165 -4.721 2.318  0.1212
H -3.036 -5.705 1.468  0.1363
C -0.621 -3.385 -4.085  -0.1529
C -1.006 -3.517 -5.529  -0.1814
C -1.801 -2.270 -5.790  -0.2213
O -2.431 -1.930 -4.588  -0.1316
C -1.940 -2.824 -3.561  -0.1922
H 0.124 -2.615 -3.886  0.0924
H -0.380 -4.350 -3.638  0.1205
H -1.603 -4.428 -5.582  0.1204
H -0.195 -3.548 -6.256  0.1206
H -2.552 -2.441 -6.561  0.1283
H -1.058 -1.521 -6.062  0.1104
H -2.713 -3.559 -3.337  0.1063
H -1.932 -2.297 -2.607  0.0847
C 4.123 -3.638 -3.043  -0.1800
C 5.211 -2.903 -2.321  -0.1685
C 4.456 -2.421 -1.085  -0.1452
O 3.161 -1.969 -1.684  -0.1698
C 2.823 -2.884 -2.712  -0.2224
H 4.065 -4.618 -2.569  0.1099
H 4.392 -3.793 -4.088  0.1152
H 5.479 -2.033 -2.920  0.1212
H 6.040 -3.548 -2.032  0.1194
H 4.828 -1.508 -0.620  0.0991
H 4.329 -3.121 -0.258  0.1131
H 2.611 -2.295 -3.604  0.1100
H 2.017 -3.577 -2.473  0.1084
C -5.782 -1.601 -1.314  -0.1525
C -4.615 -2.446 -1.701  -0.2375
C -4.972 -3.831 -1.371  -0.1677
O -5.873 -3.703 -0.198  -0.1443
C -6.190 -2.324 0.006  -0.1859
H -6.558 -1.596 -2.079  0.1188
H -5.500 -0.553 -1.210  0.1016
H -3.700 -2.204 -1.160  0.1021
H -4.372 -2.363 -2.760  0.1011
H -4.106 -4.450 -1.136  0.1143
H -5.578 -4.337 -2.123  0.1238
H -5.561 -1.960 0.819  0.0937
H -7.228 -2.067 0.215  0.1176
C -0.540 -0.330 0.961  -0.1300
C -0.366 -1.296 -0.258  -0.1471
C -0.110 -0.394 -1.378  -0.1593
O 0.324 0.882 -0.757  -0.1678
C 0.486 0.697 0.659  -0.1859
H -0.433 -0.801 1.938  0.0870
H -1.481 0.208 0.850  0.1095
H -1.234 -1.931 -0.436  0.0920
H 0.501 -1.946 -0.142  0.1104
H -0.948 -0.216 -2.052  0.1222
H 0.782 -0.698 -1.927  0.1048
H 0.444 1.586 1.288  0.1192
H 1.467 0.259 0.844  0.1122
C 4.146 4.016 -0.299  -0.1388
C 3.264 2.764 -0.605  -0.1355
C 4.092 1.862 -1.544  -0.1796
O 5.149 2.681 -2.038  -0.1210
C 5.429 3.645 -1.044  -0.2215
H 4.344 4.163 0.763  0.1024
H 3.658 4.878 -0.754  0.1039
H 2.322 3.090 -1.046  0.0978
H 3.041 2.252 0.331  0.0736
H 3.511 1.339 -2.304  0.1031
H 4.468 0.960 -1.061  0.0964
H 5.981 4.529 -1.364  0.1192
H 6.131 3.135 -0.384  0.1037
C 1.580 -3.211 3.037  -0.1743
C 1.205 -4.430 3.807  -0.1762
C 2.462 -5.229 3.654  -0.2161
O 3.410 -4.517 2.905  -0.0899
C 3.094 -3.185 3.038  -0.2275
H 1.196 -2.381 3.630  0.0998
H 1.151 -3.256 2.036  0.1121
H 0.355 -4.951 3.365  0.1077
H 1.011 -4.263 4.866  0.1153
H 2.347 -6.277 3.376  0.1264
H 2.894 -5.347 4.648  0.1159
H 3.367 -2.530 2.211  0.1054
H 3.422 -2.662 3.936  0.1195



(4)
Here is a molecular structure, C17H13MnO4P from the Open Molecules 2025 dataset. Energies are from ωB97M-V/def2-TZVPD.

Values from the calculation:
**Energy**: -2448.144673 hartree
**<S²>**: 8.797
**Largest force on an atom**: 12.0 eV/A
**Molecular weight**: 367.20 g/mol
**Net charge**: +2
**2S+1**: 6
**HOMO (alpha / beta)**: -15.601 / -15.536 eV

Each line ends with the Löwdin spin population.
Atoms and positions in Å:
O -1.418 1.444 -2.023  0.1005
C -0.897 0.817 -1.184  0.1337
Mn -0.224 -0.475 -0.091  3.7956
O 2.227 1.857 -1.047  0.0171
C 1.429 1.132 -0.660  0.1505
C -0.473 -1.991 -1.038  0.1231
O -0.495 -2.923 -1.755  0.1673
C 1.298 -0.798 0.842  0.1327
O 2.263 -1.230 1.360  0.1049
C -2.629 -2.308 1.507  0.0250
P -1.760 -0.685 1.458  0.0752
C -3.183 0.497 1.288  0.0360
C -3.002 1.858 1.571  0.0178
C -3.984 2.788 1.215  0.0001
C -5.179 2.368 0.604  0.0211
C -5.371 0.997 0.354  0.0053
C -4.375 0.073 0.686  0.0109
C -1.120 -0.518 3.194  0.0316
C -1.118 -1.614 4.067  0.0060
C -0.388 -1.574 5.262  0.0074
C 0.308 -0.414 5.628  0.0148
C 0.267 0.705 4.780  -0.0005
C -0.440 0.654 3.571  0.0177
H -3.076 -2.492 0.536  -0.0001
H -3.398 -2.401 2.275  0.0044
H -1.888 -3.091 1.646  0.0000
H -2.088 2.214 2.049  0.0000
H -3.821 3.853 1.384  -0.0002
H -5.960 3.090 0.344  0.0009
H -6.285 0.661 -0.136  0.0001
H -4.550 -0.976 0.450  0.0002
H -1.658 -2.527 3.819  0.0001
H -0.335 -2.463 5.892  0.0003
H 0.864 -0.384 6.570  0.0006
H 0.821 1.604 5.060  -0.0002
H -0.415 1.530 2.917  0.0003